[1]
Formula: C4H11NS
Source: the OMol25 dataset
Level of theory: ωB97M-V with the def2-TZVPD basis set

```
! wB97M-V def2-TZVPD RIJCOSX def2/J DEFGRID3
* xyz 0 1
C -0.73263 -1.58396 -1.44740
N -0.24962 -1.16580 -0.13209
C -0.00230 0.25150 0.07739
C -1.32301 1.01575 0.52827
C 1.21123 0.57788 1.02337
S 2.33392 1.71173 0.03859
H -1.11874 -2.61198 -1.44400
H 0.14950 -1.67616 -2.08946
H -1.39091 -0.86845 -1.96160
H -0.51413 -1.74096 0.64766
H 0.21353 0.65200 -0.91138
H -2.01648 0.74975 -0.27773
H -0.97352 2.05264 0.60900
H -1.58774 0.62590 1.50288
H 1.73088 -0.37297 1.11888
H 0.94142 1.17242 1.87098
H 3.32859 1.21073 0.84664
*
```

Summary:
- ΔE to the lowest compared entry with this formula, charge and spin: 1.229 eV
- E_HOMO: -8.26 eV
- Orbital gap: 9.2 eV
- SMILES string: CN[C@@H](C)CS

---

[2]
Formula: CH2O3
Source: the OMol25 dataset
Level of theory: ωB97M-V with the def2-TZVPD basis set

```
! wB97M-V def2-TZVPD RIJCOSX def2/J DEFGRID3
* xyz 0 1
O 1.35792 -0.23732 0.02774
C 0.18586 -0.00458 -0.03400
O -0.78802 -0.97763 0.01081
O -0.36096 1.15430 -0.07468
H -1.69709 -0.51339 -0.20787
H -1.08957 1.02612 0.70093
*
```

Summary:
- ΔE to the lowest compared entry with this formula, charge and spin: 1.201 eV
- E_HOMO: -11.30 eV
- Orbital gap: 11.1 eV
- SMILES string: O=C(O)O

---

[3]
Formula: C38H36N9O9SiTa
Source: the OMol25 dataset
Level of theory: ωB97M-V with the def2-TZVPD basis set

```
! wB97M-V def2-TZVPD RIJCOSX def2/J DEFGRID3
* xyz 0 1
Ta 0.86713 -0.61141 -0.84331
C 1.73496 -4.77436 -0.57876
C 0.77899 -3.64195 -0.39194
O 1.14805 -2.53716 -0.99077
C -0.40566 -3.70452 0.27901
C -1.36606 -2.65596 0.23415
C -2.72761 -2.93980 0.78987
N -1.09115 -1.48724 -0.29235
N -2.18157 -0.62249 -0.35809
C -1.87889 0.33384 -1.17243
O -0.73042 0.35039 -1.79250
C -2.80314 1.46768 -1.39005
C -2.50046 2.42969 -2.34771
C -3.34613 3.51184 -2.53652
C -4.48975 3.64188 -1.76448
C -4.79612 2.68182 -0.80739
C -3.96144 1.59355 -0.62444
H 1.77940 -5.03412 -1.63812
H 1.43002 -5.65156 -0.01138
H 2.73544 -4.46071 -0.27767
H -0.69438 -4.63287 0.74741
H -2.76911 -3.94693 1.19607
H -3.49235 -2.82020 0.02364
H -2.95300 -2.21756 1.57541
H -1.60295 2.31753 -2.93909
H -3.11045 4.25346 -3.28755
H -5.15024 4.48594 -1.91222
H -5.68944 2.78353 -0.20619
H -4.19082 0.83836 0.11520
O 4.11177 -2.28452 0.13168
C 3.24251 -1.63627 0.65989
O 2.63706 -0.62324 0.03904
C 2.75887 -1.84377 2.05205
C 3.62021 -2.37313 2.98738
C 3.16632 -2.61236 4.28024
C 1.84862 -2.38947 4.62668
C 0.99185 -1.85864 3.68149
C 1.39034 -1.55253 2.34463
O 0.57465 -1.15580 1.45342
N -0.40140 -1.70903 4.10028
O -1.07514 -0.81433 3.60476
O -0.80517 -2.43865 4.98469
N 4.08341 -3.14259 5.28493
O 3.65334 -3.30604 6.41334
O 5.23076 -3.35914 4.93940
H 4.63802 -2.60309 2.70823
H 1.48893 -2.62787 5.61521
C 3.43867 2.43022 -0.20154
C 3.16650 1.98608 -1.60314
C 3.87989 2.49890 -2.67413
C 3.70114 1.94302 -3.93790
C 2.85706 0.86998 -4.12564
C 2.15550 0.40811 -3.00291
N 2.25855 1.02589 -1.81384
N 1.35921 -0.68264 -2.86806
Si 0.58440 -1.51800 -4.21075
C -0.36789 -0.25195 -5.21708
C 1.89539 -2.36664 -5.26140
C -0.61424 -2.78784 -3.54163
H 4.38758 1.99422 0.11523
H 2.67608 2.08708 0.48977
H 3.53115 3.51466 -0.14266
H 4.58935 3.29741 -2.51008
H 4.26099 2.33398 -4.77763
H 2.76816 0.37639 -5.08005
H 0.26190 0.56943 -5.55848
H -1.16952 0.17295 -4.61156
H -0.81531 -0.71243 -6.09857
H 2.28611 -1.72460 -6.05017
H 1.48186 -3.25308 -5.74412
H 2.73354 -2.68715 -4.64226
H -1.31543 -2.36250 -2.82483
H -0.11114 -3.63143 -3.07085
H -1.19514 -3.17602 -4.38156
N -5.17850 4.16903 6.62436
C -4.45372 3.89172 5.77829
C -3.55221 3.54594 4.71808
C -3.58865 2.26731 4.16717
C -2.72910 1.93886 3.13579
C -1.82102 2.88847 2.68103
C -1.76856 4.16063 3.23449
C -2.64565 4.49293 4.25038
N -0.93857 2.54625 1.62711
C -0.50355 3.36022 0.60362
C 0.26200 2.58108 -0.19604
N 0.32153 1.30373 0.32754
C -0.41007 1.32663 1.42480
H -4.29308 1.53713 4.53973
H -2.75656 0.95605 2.68768
H -1.03921 4.87719 2.88387
H -2.62170 5.47873 4.69193
H -0.82409 4.38084 0.50995
H 0.72372 2.83537 -1.13134
H -0.56514 0.48769 2.08227
*
```

Summary:
- ΔE to the lowest compared entry with this formula, charge and spin: 0.040 eV
- E_HOMO: -8.41 eV
- Orbital gap: 8.0 eV

---

[4]
Formula: C33H48N5OPSV
Source: the OMol25 dataset
Level of theory: ωB97M-V with the def2-TZVPD basis set

```
! wB97M-V def2-TZVPD RIJCOSX def2/J DEFGRID3
* xyz 2 2
V 0.28203 0.99272 -0.28564
C 2.39349 3.27673 0.15326
C 2.63521 2.70657 -1.23976
N 2.17399 1.30158 -1.33781
C 3.19209 0.28612 -0.95784
C 3.36678 0.12899 0.54362
S 1.74035 0.06044 1.38171
C 1.88390 1.44517 2.57750
C 1.09330 2.68782 2.15604
N 1.07201 2.84736 0.68249
H 2.46314 4.36444 0.12550
H 3.16694 2.93467 0.83766
H 3.69565 2.78658 -1.48825
H 2.08968 3.29045 -1.98359
H 1.98939 1.11927 -2.32428
H 4.15720 0.51381 -1.42009
H 2.84821 -0.65963 -1.36953
H 3.94547 0.93368 0.99126
H 3.88855 -0.80344 0.75020
H 2.94426 1.65701 2.70033
H 1.52611 1.08186 3.53965
H 1.52902 3.56389 2.64265
H 0.06025 2.61989 2.49476
H 0.39939 3.57940 0.47535
N -1.36655 0.75071 1.02263
C -2.64792 1.50933 1.00103
C -2.52606 2.86486 0.32008
C -2.32286 2.77154 -1.18472
N -0.96249 2.29602 -1.58835
H -1.52202 -0.27650 0.93660
H -0.96928 0.84428 1.95334
H -3.00416 1.64455 2.02219
H -3.39877 0.91920 0.47815
H -1.72429 3.44759 0.78794
H -3.44816 3.42132 0.49672
H -2.52323 3.73819 -1.64573
H -3.04306 2.06448 -1.59528
H -0.39443 3.11520 -1.79380
H -1.07505 1.82500 -2.48132
C -0.59067 -1.64806 4.89505
C -0.16573 -1.70942 3.42958
C 1.10696 -2.53395 3.24615
C -1.32913 -2.21660 2.56687
C -1.64168 -3.71163 2.74798
O -1.37307 -4.27772 1.44953
C -1.11151 -3.26062 0.61116
N -1.06659 -2.09231 1.11614
C -0.98062 -3.65833 -0.81347
C -1.19148 -5.01941 -1.07606
C -1.24755 -5.51684 -2.36213
C -1.12490 -4.64250 -3.42871
C -0.89770 -3.30122 -3.18327
C -0.78161 -2.77943 -1.89106
P -0.46601 -0.93501 -1.86988
C -2.10278 -0.50578 -2.61808
C -2.37518 -0.14439 -3.93595
C -3.68762 0.06595 -4.35059
C -4.74162 -0.10161 -3.46620
C -4.48398 -0.49724 -2.15976
C -3.17791 -0.69212 -1.74344
C 0.79288 -0.79253 -3.21234
C 0.86477 0.33844 -4.03205
C 1.87541 0.48069 -4.97517
C 2.84555 -0.50294 -5.10690
C 2.80035 -1.62128 -4.28609
C 1.78675 -1.76374 -3.34943
H 0.22163 -1.27196 5.51761
H -0.85313 -2.64084 5.26928
H -1.45697 -0.99781 5.03625
H 0.04932 -0.68413 3.09702
H 1.03267 -3.50113 3.74511
H 1.96093 -2.01606 3.68473
H 1.32462 -2.70786 2.19010
H -2.21233 -1.61467 2.80060
H -2.67916 -3.91339 3.00529
H -0.99661 -4.20821 3.46696
H -1.33126 -5.69092 -0.24453
H -1.41332 -6.57291 -2.52752
H -1.20310 -4.99656 -4.44845
H -0.80692 -2.64042 -4.03468
H -1.58534 -0.04981 -4.66577
H -3.88171 0.33940 -5.37984
H -5.75991 0.05193 -3.79836
H -5.30307 -0.66258 -1.47103
H -2.98510 -1.04638 -0.73450
H 0.12142 1.12197 -3.95789
H 1.89691 1.35554 -5.61246
H 3.62609 -0.40189 -5.84934
H 3.55358 -2.39328 -4.37900
H 1.76707 -2.64929 -2.72504
*
```

Summary:
- E_HOMO (spin up / spin down): -12.80 / -12.20 eV
- Expectation value of S²: 0.757
- Orbital gap (spin up / spin down): 8.1 / 7.6 eV

---

[5]
Formula: C3H11NO4
Source: the OMol25 dataset
Level of theory: ωB97M-V with the def2-TZVPD basis set

```
! wB97M-V def2-TZVPD RIJCOSX def2/J DEFGRID3
* xyz 0 1
C 1.91184 1.21780 -2.31187
N 0.76744 0.81353 -1.36768
C 0.84581 -0.51127 -1.00670
C 0.61080 -0.77233 0.36370
O 0.34581 -2.04823 0.71123
O 0.78169 0.12092 1.18648
H 2.27919 2.22134 -2.22211
H 1.54183 1.08027 -3.32776
H 2.72538 0.52187 -2.13999
H 0.90326 1.39315 -0.49612
H 2.14809 1.32091 -0.13885
H 0.51266 -1.19999 -1.77043
H 0.34283 -2.04969 1.68055
H -2.63451 -0.57893 -0.63634
H -1.44176 0.30064 -1.01768
O -2.18833 0.24353 -0.40887
H -1.47378 0.21120 2.30862
H -2.80193 0.47291 1.71365
O -2.35532 0.51883 2.56899
*
```

Summary:
- ΔE to the lowest compared entry with this formula, charge and spin: 6.883 eV
- E_HOMO: -8.12 eV
- Orbital gap: 6.1 eV

---

[6]
Formula: C53H57BF3IKN8O2P
Source: the OMol25 dataset
Level of theory: ωB97M-V with the def2-TZVPD basis set

```
! wB97M-V def2-TZVPD RIJCOSX def2/J DEFGRID3
* xyz -1 2
K 0.27506 -1.42833 1.37779
C 1.28538 -3.35402 -4.39932
C 1.48527 -2.21244 -3.60416
N 1.02450 -2.38872 -2.37838
N 0.54175 -3.64400 -2.34042
C 0.67963 -4.24642 -3.54813
B -0.00944 -4.29678 -1.05625
N 1.04205 -4.20921 0.10202
C 1.13788 -5.06782 1.13879
C 2.18175 -4.67213 1.94110
C 2.66007 -3.51185 1.31342
N 1.97378 -3.22648 0.21490
N -1.36872 -3.68970 -0.60635
C -2.54871 -4.27320 -0.31379
C -3.40917 -3.30532 0.15581
C -2.64441 -2.13377 0.12822
N -1.42046 -2.36656 -0.32812
N -0.16979 -5.80612 -1.38310
C 0.84440 -6.70173 -1.42481
C 0.39932 -7.82616 -2.07674
C -0.92715 -7.51134 -2.42251
N -1.25822 -6.29668 -2.01911
H 1.54070 -3.50725 -5.43421
H 1.92999 -1.26614 -3.87579
H 0.34677 -5.25752 -3.71226
H 0.43830 -5.87800 1.24908
H 2.51103 -5.12820 2.85828
H 3.46769 -2.85817 1.61294
H -2.68950 -5.32735 -0.46562
H -4.42044 -3.43801 0.49857
H -2.92293 -1.13262 0.42786
H 1.80643 -6.46750 -1.00184
H 0.94799 -8.73245 -2.26728
H -1.65527 -8.11629 -2.94109
C -0.50569 1.19341 4.02635
C -0.60523 2.21419 3.10415
C 0.80373 2.47166 2.59755
C 1.60857 1.55860 3.22484
C 0.83411 0.77913 4.14865
C 1.39977 -0.17793 5.16246
C 2.32183 0.63106 6.09330
C 2.22450 -1.26443 4.45951
C 0.30297 -0.83616 5.99834
C 1.37190 3.57181 1.70480
C 2.90649 3.49538 1.69349
C 0.99638 4.94759 2.27284
C 0.92525 3.46789 0.23855
C -1.96558 2.86501 2.84826
C -2.14518 3.52677 1.48229
C -3.06783 1.79202 2.96005
C -2.22857 3.91472 3.94442
H -1.32416 0.73494 4.55338
H 2.67677 1.47989 3.10407
H 3.14719 1.08550 5.54191
H 2.74142 -0.02753 6.85850
H 1.76469 1.42689 6.59147
H 3.00492 -0.83524 3.82680
H 1.58079 -1.90348 3.85170
H 2.70673 -1.90471 5.20261
H -0.21490 -0.09455 6.61225
H 0.75066 -1.56863 6.67481
H -0.42312 -1.34347 5.36480
H 3.32523 3.60481 2.69537
H 3.29528 4.30675 1.07432
H 3.25725 2.55433 1.26522
H 1.36348 5.05350 3.29624
H -0.07984 5.11097 2.28054
H 1.44858 5.73499 1.66330
H 0.98974 2.43814 -0.11720
H 1.58422 4.07584 -0.38966
H -0.08773 3.81621 0.08024
H -1.91595 2.84679 0.65829
H -1.54160 4.42486 1.36870
H -3.18832 3.83292 1.37230
H -2.86283 0.93794 2.31241
H -4.02533 2.22726 2.66553
H -3.17947 1.41475 3.97537
H -1.49636 4.72229 3.91907
H -2.18681 3.45247 4.93160
H -3.22172 4.35240 3.80772
I 2.58072 0.19446 -0.98129
C 3.19722 1.46085 -2.53945
C 4.56539 1.44799 -2.66070
C 5.24570 2.21922 -3.61567
C 4.52491 3.01166 -4.44931
C 3.11176 3.04317 -4.37319
C 2.44476 3.88460 -5.29646
C 1.08965 3.95529 -5.32250
C 0.35975 3.17011 -4.41536
C 0.93913 2.34464 -3.48008
P -0.24551 1.36369 -2.44332
C -1.65802 2.53800 -2.26361
C -2.94763 2.01747 -2.14640
C -4.02172 2.83397 -1.82150
C -3.83266 4.19135 -1.60738
C -2.55521 4.72188 -1.71494
C -1.48170 3.90306 -2.03259
C -0.91280 0.16219 -3.65647
C -1.57926 -0.92516 -3.09231
C -2.11705 -1.92477 -3.88813
C -1.96572 -1.86148 -5.26484
C -1.28572 -0.79514 -5.83747
C -0.76606 0.21561 -5.03968
C 2.38290 2.25779 -3.42067
H 5.14041 0.82416 -1.99098
H 6.32532 2.17501 -3.67171
H 5.00879 3.62810 -5.19708
H 3.05031 4.45904 -5.98741
H 0.57159 4.58701 -6.03226
H -0.72071 3.21141 -4.46768
H -3.12075 0.96040 -2.31014
H -5.01102 2.40156 -1.73681
H -4.67086 4.82845 -1.35438
H -2.38683 5.77819 -1.54176
H -0.49210 4.33743 -2.10142
H -1.62350 -1.02996 -2.01707
H -2.60627 -2.77133 -3.42181
H -2.35743 -2.65464 -5.88990
H -1.14646 -0.75562 -6.91123
H -0.21942 1.02701 -5.50397
F -2.87156 -3.00382 5.16836
C -2.97583 -3.05032 3.81662
F -3.70800 -4.13139 3.52167
F -3.70387 -1.97380 3.45380
C -1.55630 -3.05392 3.17140
O -1.16201 -4.11105 2.69085
O -0.97805 -1.94163 3.25519
*
```

Summary:
- ΔE to the lowest compared entry with this formula, charge and spin: 0.899 eV
- E_HOMO (spin up / spin down): -5.70 / -5.70 eV
- Expectation value of S²: 0.767
- Orbital gap (spin up / spin down): 7.6 / 6.8 eV

---

no.,strongest force on any atom (eV Å⁻¹),electronic energy (eV)
1,3.0,-16650.56474
2,5.6,-7211.34549
3,0.9,-81260.69681
4,0.6,-90298.62646
5,3.6,-12964.17693
6,1.2,-114451.29798